No. 1
The following is a DFT calculation (the ωB97M-V functional and the def2-TZVPD basis) of a structure of composition C7H4O2OsSSe3Te.

## Properties
- HOMO-LUMO gap (spin up / spin down) (eV) = 6.0058 / 5.3719
- 2S+1 = 5
- energy above the lowest of the compared OMol25 structures with the same formula, charge and spin (kJ/mol) = 77.5
- max |F| (eV/Å) = 1.883

Each line ends with the Löwdin charge.
Element x y z (Å)
Os1 0.0686 -0.1787 -0.0418  0.56
Se1 -1.1362 -1.9777 -1.1587  -0.03
Se2 0.3153 -3.4285 -2.1594  -0.11
Te1 2.6716 -2.2912 -2.2707  0.41
Se3 2.2047 -0.0879 -1.2433  -0.14
O1 0.1125 1.2067 3.8173  0.09
C1 -0.3219 1.1823 2.6843  -0.58
O2 -0.0989 0.1904 1.8840  -0.27
C2 -1.1878 2.3194 2.1950  -0.14
C3 -1.7084 3.1350 3.1994  -0.01
C4 -2.5093 4.2207 2.9049  -0.06
C5 -2.7929 4.5196 1.5798  -0.07
C6 -2.2893 3.7252 0.5744  -0.13
C7 -1.4898 2.6142 0.8619  -0.56
S1 -0.9341 1.7795 -0.5769  0.62
H1 -1.4573 2.8898 4.2202  0.12
H2 -2.9054 4.8280 3.7055  0.11
H3 -3.4010 5.3749 1.3307  0.11
H4 -2.4949 3.9425 -0.4611  0.09

Atoms 1-3, force components in eV/Å:
Os -0.7 1.4 0.7
Se 0.0 0.2 0.0
Se 1.1 0.1 -0.2

No. 2
The following is a DFT calculation (the ωB97M-V functional and the def2-TZVPD basis) of a structure of composition C7H5AsF5O3ReS5Te.

## Properties
- HOMO-LUMO gap (eV) = 4.6043
- 2S+1 = 1
- energy above the lowest of the compared OMol25 structures with the same formula, charge and spin (kJ/mol) = 475.3
- max |F| (eV/Å) = 6.714
- total charge = +2

Each line ends with the Löwdin charge.
Element x y z (Å)
Re1 0.3922 0.2450 1.9244  0.68
S1 2.7260 -1.0292 6.4851  0.32
As1 2.1033 -0.9917 4.4023  0.17
S2 0.0513 -1.5931 3.3405  0.41
S3 2.5283 0.4926 2.6764  0.31
S4 3.5638 -2.4993 5.0615  0.25
F1 -1.4255 -0.8272 5.7914  -0.38
Te1 -1.4103 0.3258 4.2201  1.79
F2 -2.0327 -0.3842 2.2809  -0.53
F3 0.4033 0.7046 5.1752  -0.55
F4 -1.8155 1.8036 5.2805  -0.30
F5 -3.2742 0.0631 4.3192  -0.31
O1 -0.5405 1.4152 2.9502  -0.63
O2 -0.2951 0.0894 -6.6681  0.20
C1 -0.7689 0.7550 -5.6569  -0.49
O3 -1.5063 1.6936 -5.7313  0.19
C2 -0.3374 0.3863 -4.2381  -0.05
C3 -1.3199 0.3609 -3.2441  0.04
C4 -0.9911 0.0389 -1.9422  -0.04
C5 0.3516 -0.2155 -1.6307  -0.55
S5 0.9002 -0.7119 -0.0379  0.82
C6 1.3445 -0.1426 -2.6193  -0.06
C7 1.0061 0.1971 -3.9150  0.03
H1 0.2967 -0.6572 -6.4854  0.15
H2 -2.3435 0.5691 -3.5195  0.15
H3 -1.7692 -0.0234 -1.1955  0.12
H4 2.3730 -0.3487 -2.3687  0.12
H5 1.7898 0.2837 -4.6551  0.14

Atoms 1-3, force components in eV/Å:
Re 1.5 -1.9 -0.3
S -0.4 0.0 -1.1
As 0.5 -0.2 0.7

No. 3
The following is a DFT calculation (the ωB97M-V functional and the def2-TZVPD basis) of an isolated molecule of C7H5Br2FO.

## Properties
- HOMO-LUMO gap (eV) = 9.2782
- 2S+1 = 1
- energy above the lowest of the compared OMol25 structures with the same formula, charge and spin (kJ/mol) = 223.1
- max |F| (eV/Å) = 3.664

Each line ends with the Löwdin charge.
Element x y z (Å)
C1 -0.7597 0.0598 1.2517  -0.12
C2 0.3791 -0.3304 1.7925  -0.09
C3 -1.1032 -0.3398 -0.0885  -0.16
C4 1.0957 -1.3472 0.9604  -0.10
C5 -0.7655 1.7849 -1.0724  -0.44
C6 -0.9914 0.3477 -1.2178  -0.77
C7 1.5836 -0.9594 -0.2293  -0.68
O1 -0.8240 2.4221 -0.0653  0.04
F1 2.1569 -1.7822 -1.0881  0.01
Br1 -1.3504 -0.2570 -2.9482  0.79
Br2 2.0046 0.8289 -0.7718  0.93
H1 -1.3765 0.8926 1.4367  0.10
H2 0.8179 0.0547 2.7892  0.15
H3 -1.4180 -1.4009 -0.1579  0.14
H4 0.9934 -2.2986 1.3976  0.11
H5 -0.4425 2.3247 -1.9887  0.11

Atoms 1-3, force components in eV/Å:
C 0.1 1.5 -0.5
C 0.9 0.2 1.2
C -0.6 -3.4 -1.3

No. 4
The following is a DFT calculation (the ωB97M-V functional and the def2-TZVPD basis) of an isolated molecule of C7H5BrF2O.

## Properties
- HOMO-LUMO gap (eV) = 9.8528
- 2S+1 = 1
- energy above the lowest of the compared OMol25 structures with the same formula, charge and spin (kJ/mol) = 79.7
- max |F| (eV/Å) = 5.347

Each line ends with the Löwdin charge.
Element x y z (Å)
C1 1.5881 -0.4180 -1.3589  -0.08
C2 2.3898 -0.4836 -0.1981  -0.07
C3 0.2444 -0.1582 -1.3316  -0.07
C4 1.7608 -0.1688 0.9929  -0.17
C5 -0.3545 -0.0347 -0.0869  -0.07
C6 0.4257 0.0879 1.0416  -0.56
C7 -2.2138 0.2607 -0.0519  -0.53
O1 -2.3113 1.2824 0.8682  -0.03
F1 -2.5870 0.4827 -1.3114  0.12
F2 -2.7670 -0.9226 0.2953  0.10
Br1 -0.3884 0.3027 2.8350  0.71
H1 1.8784 -0.5523 -2.3870  0.10
H2 3.4373 -0.8280 -0.0928  0.12
H3 -0.3669 -0.1183 -2.2154  0.11
H4 2.4939 -0.3722 1.8134  0.12
H5 -3.2295 1.6404 1.1876  0.18

Atoms 1-3, force components in eV/Å:
C 1.1 -0.1 -0.8
C -0.8 0.0 -0.9
C -0.8 -0.2 1.6

No. 5
The following is a DFT calculation (the ωB97M-V functional and the def2-TZVPD basis) of an isolated molecule of C7H5ClS.

## Properties
- HOMO-LUMO gap (eV) = 8.3901
- 2S+1 = 1
- energy above the lowest of the compared OMol25 structures with the same formula, charge and spin (kJ/mol) = 124.7
- max |F| (eV/Å) = 3.834

Each line ends with the Löwdin charge.
Element x y z (Å)
C1 -1.0962 -0.4257 -0.8118  -0.04
C2 -2.0816 0.4523 -0.9402  -0.13
C3 0.8705 -0.6832 0.8240  -0.57
C4 -0.5457 -0.1457 0.5610  -0.65
C5 -1.2337 1.0336 1.1089  -0.07
C6 -2.2619 1.2772 0.2118  -0.71
C7 2.1375 -0.5594 0.5076  -0.01
S1 -0.3734 -1.6150 1.6493  0.95
Cl1 -3.5679 2.3452 0.4306  0.70
H1 -0.6451 -1.3260 -1.3654  0.15
H2 -2.8436 0.6484 -1.6358  0.09
H3 2.5814 0.1721 -0.2432  0.09
H4 -1.2903 1.3482 2.1424  0.11
H5 2.9164 -1.2131 1.0564  0.09

Atoms 1-3, force components in eV/Å:
C 1.2 -1.5 0.8
C -1.3 0.2 -1.0
C -2.2 0.8 0.2

No. 6
The following is a DFT calculation (the ωB97M-V functional and the def2-TZVPD basis) of a structure of composition C7H5CsNaO3.

## Properties
- HOMO-LUMO gap (spin up / spin down) (eV) = 2.4478 / 2.4351
- 2S+1 = 1
- max |F| (eV/Å) = 6.106
- total charge = -1

Each line ends with the Löwdin charge.
Element x y z (Å)
O1 4.6572 -1.3703 -1.7643  -0.04
C1 3.4716 -0.9949 -1.7154  -0.30
C2 2.3394 -0.4940 -1.6370  -0.03
C3 1.0121 0.0815 -1.6509  -0.11
C4 0.6801 1.3497 -1.1363  -0.30
O2 -0.1955 2.2099 -1.6586  -0.13
Na1 -3.6587 0.0926 2.1804  0.07
H1 0.3422 -0.2603 -2.4602  0.11
H2 1.3615 1.7541 -0.3656  0.12
C5 -0.4156 -0.2934 2.6956  -0.04
C6 -0.5497 -0.9853 1.5532  -0.20
C7 -0.8911 -0.3707 0.2392  -0.16
O3 -2.1573 -0.1801 0.0614  -0.20
Cs1 -5.0432 1.4880 -2.2151  0.02
H3 -0.6475 0.7755 2.7391  0.05
H4 -0.0291 -0.7556 3.6061  0.05
H5 -0.2764 -2.0466 1.5283  0.10

Atoms 1-3, force components in eV/Å:
O -3.5 0.8 0.0
C 4.3 -0.9 0.0
C -4.4 1.8 0.5

No. 7
The following is a DFT calculation (the ωB97M-V functional and the def2-TZVPD basis) of an isolated molecule of C7H5F2O3P.

## Properties
- HOMO-LUMO gap (eV) = 7.6144
- 2S+1 = 1
- energy above the lowest of the compared OMol25 structures with the same formula, charge and spin (kJ/mol) = 119.8
- max |F| (eV/Å) = 3.915

Each line ends with the Löwdin charge.
Element x y z (Å)
C1 2.2274 0.7577 0.2523  -0.11
C2 2.2973 -0.4752 -0.3446  -0.06
C3 1.0719 1.4260 0.3979  -0.02
C4 1.2067 -1.1311 -0.8869  0.05
C5 -0.0956 0.8447 -0.0903  -0.08
C6 -0.1078 -0.5823 -0.6278  -0.25
C7 -1.3116 1.5043 -0.1375  -0.34
O1 -2.4863 -2.4671 0.7849  -0.26
O2 -2.2695 -0.0523 1.1375  -0.41
O3 -1.1722 -1.1657 -1.0440  -0.17
F1 -1.6052 2.6260 0.4865  0.21
F2 -2.1066 1.4335 -1.1198  0.22
P1 -2.6823 -1.0538 0.0445  0.73
H1 3.1850 1.2328 0.4790  0.12
H2 3.2424 -0.8391 -0.5054  0.09
H3 1.2172 2.3866 0.9017  0.14
H4 1.3986 -2.0257 -1.3413  0.09
H5 -2.0090 -2.4194 1.6133  0.05

Atoms 1-3, force components in eV/Å:
C 1.8 0.5 0.3
C -2.2 0.0 -1.0
C 0.2 0.9 0.8

No. 8
The following is a DFT calculation (the ωB97M-V functional and the def2-TZVPD basis) of a structure of composition C7H5I3N2S.

## Properties
- HOMO-LUMO gap (eV) = 8.2335
- 2S+1 = 1
- max |F| (eV/Å) = 3.787

Each line ends with the Löwdin charge.
Element x y z (Å)
C1 0.5571 -0.4272 -0.3194  -0.41
C2 -0.6646 -0.8162 0.1404  -0.61
C3 0.8258 0.9679 -0.3181  -0.41
C4 -1.5308 0.1888 0.5746  -0.40
C5 1.5860 -1.2310 -1.0666  -0.83
C6 2.1068 1.4133 -0.9613  -1.02
C7 -2.8197 -0.0104 1.2427  -0.10
N1 -0.0875 1.8718 0.0387  0.07
N2 -1.2256 1.5067 0.5319  0.07
S1 2.4887 0.0271 -2.0464  0.79
I1 -1.1758 -2.8248 0.0615  0.98
I2 2.7075 -2.4383 0.5641  0.63
I3 3.6564 1.5661 0.4447  0.84
H1 1.1283 -1.9155 -1.7053  0.00
H2 1.9208 2.3133 -1.7035  0.11
H3 -2.4891 0.0222 2.3466  0.11
H4 -3.6339 0.8633 1.0947  0.13
H5 -3.3503 -1.0771 1.0806  0.07

Atoms 1-3, force components in eV/Å:
C 1.2 1.3 -0.8
C -0.4 0.0 0.1
C -1.3 -0.1 0.0